[1]
Computed, not measured: 5 unconnected molecules or ions with the total composition C37H48F35N4O7 in a non-equilibrium geometry, with ωB97M-V/def2-TZVPD.

XYZ file:
```
131
Properties=species:S:1:pos:R:3:mulliken_charge:R:1
F 5.241 -6.216 -1.701 -0.231
F 2.589 2.346 0.315 -0.361
F -2.047 3.204 -7.783 -0.275
F 3.262 2.037 -1.729 -0.323
F -8.556 -1.674 0.454 -0.301
F 4.382 -4.314 -1.138 -0.243
F 3.916 4.818 -1.847 -0.234
F 4.183 -5.090 1.486 -0.327
F -10.592 -0.657 -1.190 -0.257
F -3.998 6.315 -4.819 -0.275
F 4.900 3.702 -0.279 -0.214
F -4.458 2.891 -6.440 -0.299
F -2.957 0.771 0.335 -0.156
F 3.595 3.485 -4.052 -0.222
F -0.772 1.124 -0.126 -0.351
F -2.860 1.804 -5.485 -0.268
F 2.770 4.954 -5.420 -0.264
F 8.298 -8.335 -1.998 -0.252
F -4.893 1.909 -1.865 -0.338
F -2.602 5.072 -6.829 -0.219
F -6.060 7.024 -6.491 -0.282
F 7.190 -9.671 0.207 -0.290
F -5.951 6.221 -3.875 -0.328
F 0.231 4.573 -4.278 -0.256
F -8.371 2.334 -1.365 -0.227
F 1.695 5.326 -2.889 -0.281
F -8.528 0.473 0.282 -0.278
F -9.091 0.149 -2.535 -0.200
F -6.478 0.852 -2.908 -0.307
F 7.747 -6.432 -1.110 -0.209
F 5.754 -8.515 -0.906 -0.275
F -5.170 5.171 -7.163 -0.218
F -2.005 -0.205 -1.549 -0.237
F -7.001 3.524 -2.542 -0.234
F 6.227 -5.108 0.742 -0.292
O -4.278 1.924 4.993 -0.515
O -6.989 -0.765 -0.808 -0.446
O -1.567 -1.000 0.570 -0.139
O 6.492 -7.775 1.094 -0.416
O 3.501 -1.765 3.787 -0.303
O -3.563 3.662 -4.520 -0.284
O 1.038 3.173 -2.780 -0.363
N 0.168 -3.479 3.634 -0.315
N 1.018 -1.686 2.450 0.858
N 2.535 -2.662 4.116 0.113
N -2.368 2.049 6.323 -0.371
C 1.311 3.324 -1.381 -0.170
C 2.454 3.884 -4.654 0.248
C -0.976 1.197 4.295 -0.582
C -6.176 1.453 -1.733 1.208
C -5.160 5.617 -4.810 0.942
C -2.238 3.797 -6.579 0.625
C -3.529 1.283 5.781 0.471
C 6.842 -8.408 -0.121 0.757
C -0.356 -1.694 0.165 -0.886
C 6.251 1.150 1.347 -1.290
C 5.190 -7.185 1.176 -0.893
C 5.038 -5.746 0.636 1.123
C -7.074 2.666 -1.490 -0.026
C 3.763 0.847 2.004 -0.283
C 0.285 -2.449 1.409 0.140
C -1.112 1.335 5.886 -0.960
C 5.693 -1.534 0.566 -0.635
C -0.616 -3.396 2.347 -0.508
C -6.157 0.388 -0.615 -0.681
C -8.344 -0.661 -0.418 0.707
C 4.131 -2.132 2.517 -0.290
C 0.515 -0.336 2.842 -0.886
C 3.689 4.145 -0.706 0.009
C -3.304 3.052 -5.768 0.757
C -4.881 4.186 -4.300 -0.565
C 2.733 2.967 -0.898 1.152
C -5.875 5.721 -6.157 0.044
C -1.790 0.156 -0.202 0.672
C -3.757 -0.256 6.149 -0.737
C -0.792 -0.345 3.789 0.337
C 4.468 -5.622 -0.778 0.055
C 5.438 -1.271 2.157 0.109
C -9.309 -0.800 -1.600 0.202
C 1.374 4.251 -3.630 0.683
C 1.358 -2.631 3.508 -0.482
C 5.253 0.316 2.328 0.240
C 8.021 -7.724 -0.823 0.192
H -4.337 -0.334 7.126 0.340
H -2.378 2.060 7.357 0.306
H 3.308 4.845 0.042 0.299
H 1.351 0.145 3.478 0.298
H -0.016 1.773 4.006 0.404
H 5.805 1.195 0.285 0.242
H 0.420 -1.023 -0.352 0.314
H 2.116 3.076 -5.306 0.240
H 1.093 -3.188 1.035 0.209
H -0.627 -2.497 -0.620 0.449
H 0.973 4.293 -1.005 0.383
H 5.315 -2.607 0.373 -0.113
H -6.766 3.212 -0.594 0.278
H -1.285 3.817 -6.048 -0.168
H -0.244 1.995 6.263 0.327
H -0.821 -4.380 1.796 0.358
H 3.215 0.915 3.002 0.013
H 0.322 0.329 1.937 -0.048
H -6.288 0.824 0.379 0.423
H 3.864 1.921 1.626 0.343
H -1.657 -2.940 2.439 0.247
H 5.484 0.597 3.414 0.371
H -5.656 3.477 -4.604 0.351
H 6.293 -1.683 2.790 0.359
H 4.964 -0.862 -0.025 0.131
H 7.253 0.590 1.356 0.329
H -0.973 0.328 6.440 0.363
H 3.464 -6.050 -0.838 0.290
H 4.358 -3.259 2.560 0.367
H -2.763 -0.839 6.213 0.156
H -5.143 -0.019 -0.604 0.169
H -1.746 -0.633 3.208 0.005
H -0.397 -3.348 4.481 0.346
H 8.916 -7.749 -0.198 0.249
H -4.320 -0.717 5.253 0.234
H -1.818 1.677 3.698 0.451
H -4.965 4.235 -3.211 0.198
H 4.998 -7.123 2.252 0.415
H 0.644 2.598 -0.907 -0.237
H 6.342 2.237 1.687 0.383
H 6.779 -1.382 0.275 0.384
H -9.204 -1.776 -2.078 0.245
H 3.418 -2.012 1.614 0.021
H -6.858 5.245 -6.120 0.296
H 3.215 0.263 1.195 -0.096
H 2.682 -3.392 4.835 0.305
H 4.415 -7.856 0.798 0.350
H -0.682 -1.063 4.686 0.127
```

**E_LUMO**: -3.988 eV
**Charge**: +1
**Spin multiplicity**: 1
**HOMO-LUMO gap**: 8.0 eV

***

[2]
Computed, not measured: a molecular structure, C37H48F3MnSb2 in a non-equilibrium geometry, with ωB97M-V/def2-TZVPD.

XYZ file:
```
91
Properties=species:S:1:pos:R:3:mulliken_charge:R:1
Sb -0.932 -0.618 -2.525 0.192
Sb 0.340 1.070 1.276 1.478
Mn 0.342 -1.195 -0.111 0.446
F -0.425 -0.565 7.215 -0.344
F -2.683 6.462 1.761 -0.325
F 6.117 3.343 1.069 -0.345
C 3.894 3.606 1.753 -0.816
C -1.969 -1.523 -4.188 0.353
C -1.052 -0.790 4.972 -0.432
C 2.603 3.099 1.802 -0.787
C 3.356 -2.182 -1.226 -1.791
C -0.593 3.860 0.424 -0.330
C 0.153 0.471 3.291 0.633
C 0.694 -2.951 1.271 1.048
C 2.941 -1.942 1.972 -1.298
C 2.111 -2.475 -0.441 0.300
C -0.831 2.086 -4.074 -1.350
C 2.303 1.852 1.246 0.737
C 1.057 1.629 -2.475 -1.079
C 4.871 2.857 1.127 0.118
C -1.513 3.148 2.537 -0.707
C -3.686 0.939 -1.904 -1.648
C -3.171 -0.731 -4.704 -1.512
C -1.146 -4.233 -0.011 -2.057
C -2.732 -0.584 -0.152 -0.901
C 0.945 1.030 4.296 -0.377
C 4.610 1.631 0.549 -0.951
C 1.929 -2.374 0.952 0.525
C -2.403 0.386 -1.290 1.527
C 0.916 -3.678 -2.359 -1.305
C 3.316 1.136 0.614 -0.075
C -0.841 -0.439 3.644 -0.993
C 0.993 -3.153 -0.962 0.685
C -0.238 -0.227 5.932 0.130
C 0.078 1.016 -3.474 0.350
C -0.711 2.891 1.426 0.718
C -1.256 5.073 0.532 -0.738
C 0.259 -3.285 2.665 -1.541
C -2.040 5.293 1.649 0.180
C -2.183 4.360 2.655 -0.721
C 0.100 -3.409 0.084 0.136
C -2.377 -2.969 -3.917 -1.243
C 0.764 0.674 5.625 -0.607
H 0.037 3.691 -0.441 0.400
H -0.069 -4.070 -2.583 0.362
H -1.170 5.842 -0.225 0.483
H -1.821 1.220 -0.886 -0.678
H -4.321 0.147 -2.298 0.338
H -1.177 -1.506 -4.943 0.402
H -0.902 -5.296 0.055 0.304
H 3.351 -2.820 2.477 0.352
H -1.844 -0.978 0.374 -0.275
H -3.274 -1.463 -0.513 0.399
H -1.822 -1.490 5.268 0.481
H 0.517 2.208 -1.722 -0.038
H 4.066 -1.578 -0.662 0.511
H -1.523 1.690 -4.815 0.289
H -2.842 -3.394 -4.811 0.459
H 1.828 3.689 2.279 0.482
H 0.649 0.532 -4.274 0.661
H 0.678 -4.254 2.950 0.360
H -1.473 -0.887 2.885 0.242
H -1.616 2.411 3.324 0.452
H 1.718 1.749 4.049 0.426
H -1.415 2.589 -3.298 0.176
H -0.231 2.851 -4.576 0.488
H 3.141 -1.660 -2.161 0.285
H 2.499 -1.304 2.740 0.154
H -4.061 -0.951 -4.115 0.320
H 1.372 1.090 6.417 0.470
H 1.625 -4.504 -2.475 0.367
H -0.825 -3.361 2.760 0.414
H -1.537 -3.602 -3.658 0.121
H -3.493 1.647 -2.709 0.368
H -2.806 4.584 3.511 0.478
H 5.409 1.093 0.054 0.541
H 3.773 -1.402 1.528 0.438
H 3.099 0.176 0.166 -0.033
H 1.662 0.885 -1.951 -0.192
H -4.266 1.464 -1.138 0.433
H -3.033 0.347 -4.710 0.283
H -3.350 -0.102 0.612 0.413
H -3.379 -1.042 -5.731 0.466
H -1.843 -4.009 0.797 0.405
H 1.749 2.312 -2.976 0.689
H 3.864 -3.113 -1.488 0.375
H 1.175 -2.930 -3.110 0.303
H -1.670 -4.076 -0.956 0.392
H 4.148 4.566 2.183 0.485
H 0.607 -2.552 3.387 0.370
H -3.116 -3.027 -3.113 0.297
```

**E_LUMO (alpha / beta)**: -2.735 / -2.452 eV
**Charge**: +1
**Spin multiplicity**: 2
**HOMO-LUMO gap (alpha / beta)**: 8.6 / 8.6 eV